Record 1
{
  "formula": "C4H13N2OP",
  "method": "ωB97M-V/def2-TZVPD",
  "symbols": ["C", "C", "C", "C", "N", "N", "O", "P", "H", "H", "H", "H", "H", "H", "H", "H", "H", "H", "H", "H", "H"],
  "positions_angstrom": [[1.5340, -1.3227, -0.1055], [1.5699, 1.1410, -0.6202], [0.5939, 0.2759, 1.4927], [0.7488, -0.0153, -0.0876], [-3.1046, -1.1558, 0.3233], [-3.2039, 1.1715, -0.7264], [-0.4354, -0.3390, -0.7079], [-2.6116, 0.4312, 0.4974], [0.9748, -2.0092, 0.5842], [1.7797, -1.7146, -1.0964], [2.5148, -1.1219, 0.5119], [2.5763, 1.0235, -0.3364], [1.0366, 2.0167, -0.2215], [1.5987, 1.1448, -1.7202], [1.4201, 0.1027, 2.1938], [0.1137, 1.3606, 1.4717], [-0.1733, -0.4779, 1.8545], [-2.3229, -1.7560, 0.5915], [-3.3552, -1.4891, -0.6012], [-3.3905, 0.5828, -1.6070], [-2.9257, 2.1653, -0.9285]],
  "forces_ev_per_a": [[2.0939, 0.0916, 2.5098], [-1.9476, 0.0843, -1.2467], [-2.7736, 0.7079, -1.0591], [0.8305, -1.9042, 1.6126], [0.2503, 0.0805, -0.2902], [-1.6385, 1.4032, -5.2241], [-2.1706, 1.8420, 1.1191], [3.5592, -2.4031, 2.2664], [0.4007, 0.0543, -1.1955], [-0.2689, -0.0745, 0.2355], [-1.2860, -0.5753, -1.4027], [1.2236, 0.3546, 0.8945], [0.8237, 0.3230, -0.4849], [-0.3587, 0.1097, 0.2103], [0.2620, 0.6975, -0.6274], [1.0357, -2.1290, 0.9147], [0.4733, 0.9763, -0.3623], [-0.1462, 0.1532, 0.3371], [-0.1915, 0.2227, -0.1463], [0.3838, 1.6017, 1.5702], [-0.5549, -1.6163, 0.3692]],
  "orbital_gap_ev": [7.73, 7.73],
  "lumo_ev": [0.10, 0.10],
  "total_charge": 0,
  "e_homo_ha": [-0.2803, -0.2803]
}

Record 2
{
  "formula": "C18H13ClN4O3",
  "method": "ωB97M-V/def2-TZVPD",
  "symbols": ["O", "N", "O", "C", "C", "C", "C", "C", "C", "C", "O", "N", "N", "C", "C", "C", "C", "C", "C", "Cl", "C", "C", "C", "N", "C", "C", "H", "H", "H", "H", "H", "H", "H", "H", "H", "H", "H", "H", "H"],
  "positions_angstrom": [[2.7622, -5.7026, 4.8195], [2.1473, -5.8280, 3.7721], [2.0029, -6.9279, 3.2505], [1.5744, -4.6824, 3.2215], [1.7850, -3.4184, 3.7950], [1.2857, -2.2554, 3.1717], [0.4151, -2.3419, 2.0562], [-0.2309, -1.1479, 1.5274], [-0.6488, -0.0876, 2.3089], [-1.1771, 1.1684, 1.7081], [-0.4796, 2.2464, 2.2948], [-0.9712, 1.3066, 0.2908], [-1.1252, 2.4331, -0.4595], [-0.7211, 2.0926, -1.6775], [-0.7054, 2.9700, -2.8470], [-1.2723, 4.2469, -2.7537], [-1.2607, 5.0666, -3.8796], [-0.6628, 4.6806, -5.0822], [-0.1312, 3.4143, -5.1858], [0.5248, 2.8488, -6.6919], [-0.1205, 2.5489, -4.0842], [-0.3532, 0.6823, -1.6917], [-0.5295, 0.2241, -0.4227], [-0.2461, -1.0256, 0.1425], [0.2250, -3.6205, 1.5234], [0.7963, -4.7606, 2.0395], [2.4018, -3.3364, 4.6586], [1.5735, -1.3267, 3.6140], [-0.6706, -0.1894, 3.3856], [-2.2616, 1.2508, 1.9241], [-0.5813, 3.0011, 1.6695], [-1.7330, 4.6276, -1.8135], [-1.7387, 6.0256, -3.7681], [-0.6393, 5.3192, -5.9654], [0.3435, 1.5722, -4.1587], [0.0389, 0.1314, -2.5459], [0.2139, -1.7414, -0.3898], [-0.4399, -3.7524, 0.6969], [0.6097, -5.7123, 1.5467]],
  "forces_ev_per_a": [[0.0870, 0.4310, 0.0190], [1.0547, -2.6731, 1.6869], [-0.3152, 0.7750, -0.5335], [-1.6691, 2.6771, -2.1463], [-0.2978, 0.0168, -1.3531], [-0.4768, -1.4898, 0.0389], [1.0175, -0.8864, 1.5216], [-0.2250, 2.5948, 0.7704], [0.6528, -2.3481, -1.7503], [-0.6860, 1.7701, 0.7414], [-0.1434, 0.9016, 0.0021], [0.2804, -2.7444, -0.5270], [0.2465, -0.2988, 0.4227], [0.2896, -2.5803, 0.4417], [0.2913, 0.4249, -0.7963], [-0.0949, 0.1559, -0.1428], [0.1768, -0.0974, 0.2315], [-0.4628, 0.3583, -0.0945], [0.1246, -0.8526, 0.9735], [0.0427, 0.1003, 0.0336], [-0.6052, 0.7354, 0.9210], [0.1796, 0.9346, -1.3602], [0.3334, 0.5964, -0.3767], [-0.7006, 0.7549, 0.3317], [-0.1988, 0.3276, -0.0365], [0.6215, -0.4169, 0.9418], [0.3053, 0.0376, 0.4838], [-0.1262, 0.5855, 0.0109], [0.0051, 0.1861, -0.1248], [0.2774, 0.1871, -0.0519], [0.0644, -0.5459, 0.6988], [0.4509, -0.5999, -0.8429], [0.0663, 0.2815, -0.2961], [-0.1259, -0.0192, 0.3606], [-0.1098, 0.1300, -0.0851], [-0.2255, 0.1425, 0.3910], [0.0640, 0.2701, -0.3024], [-0.3159, 0.0404, -0.5014], [0.1470, 0.1372, 0.2985]],
  "orbital_gap_ev": 7.30,
  "lumo_ev": -1.25,
  "smiles": "O=[N+]([O-])c1ccc(C2=C[C@@H](O)n3nc(-c4cccc(Cl)c4)cc3N2)cc1",
  "total_charge": 0,
  "e_homo_ha": -0.3143
}

Record 3
{
  "formula": "C3H7NS",
  "method": "ωB97M-V/def2-TZVPD",
  "symbols": ["C", "C", "C", "H", "H", "H", "H", "H", "H", "H", "N", "S"],
  "positions_angstrom": [[2.1830, -0.4487, 0.0570], [-0.2242, 0.1542, -0.0986], [0.4387, 1.6301, -0.0067], [2.7483, -1.3122, -0.7029], [2.6873, -0.6567, 1.3716], [2.4859, 0.3655, -0.6129], [0.4472, -1.6428, -0.3594], [1.0369, 1.9277, -0.7253], [-0.1994, 2.3810, -0.0338], [0.9172, 1.2151, 1.0934], [0.7206, -0.8154, -0.0396], [-1.8470, -0.2865, 0.0335]],
  "forces_ev_per_a": [[1.7182, -5.2195, -0.2898], [-0.4723, 1.1336, 0.0329], [-0.8196, -7.8959, 5.9923], [-1.4116, 1.8073, 2.7357], [-1.5650, 1.1834, -4.5107], [-0.2927, 0.5196, 1.4111], [-1.0730, -4.4271, -1.1098], [4.0305, 0.2801, -3.3572], [-3.7585, 2.9995, 1.2102], [-0.7554, 2.7961, -2.7957], [3.0645, 5.9881, 1.1719], [1.3350, 0.8348, -0.4909]],
  "orbital_gap_ev": 8.75,
  "lumo_ev": 0.53,
  "total_charge": 0,
  "e_homo_ha": -0.3020
}

Record 4
{
  "formula": "C2H9N4O",
  "method": "ωB97M-V/def2-TZVPD",
  "symbols": ["N", "C", "N", "H", "H", "H", "H", "H", "N", "C", "N", "O", "H", "H", "H", "H"],
  "positions_angstrom": [[-1.3401, 1.3789, 2.1165], [-1.3543, 1.7945, 0.8451], [-0.3472, 1.6819, 0.0125], [-0.6432, 0.7401, 2.5071], [-2.1454, 1.4856, 2.6510], [-2.2294, 2.3469, 0.5407], [-0.4965, 2.0691, -0.9116], [0.4534, 1.0858, 0.2354], [1.4005, -0.5931, 0.1970], [0.6566, -1.3392, -0.7507], [1.0694, -1.0800, -2.0502], [-0.2268, -2.1335, -0.4495], [1.3800, -1.0159, 1.1295], [2.3385, -0.4966, -0.0599], [0.4558, -1.4789, -2.7490], [1.4102, -0.1142, -2.2445]],
  "forces_ev_per_a": [[1.5310, -0.5207, -1.9661], [0.8758, -0.1383, 1.3152], [-1.3930, 0.3654, 0.3501], [-0.1868, 0.4925, -0.4223], [-1.5543, 0.2607, 0.9503], [-0.1222, 0.0363, -0.1298], [0.3370, -0.2041, 0.1179], [0.2819, -0.2460, -0.2652], [-1.4568, -0.3883, 1.1366], [-0.7160, -1.1429, -0.3116], [-0.1639, 1.1888, 0.4746], [1.2683, 1.3667, -0.2176], [-0.2479, -0.0264, -0.5168], [1.7209, 0.2905, -0.5974], [0.1383, 0.0916, 0.0030], [-0.3123, -1.4259, 0.0790]],
  "orbital_gap_ev": 10.09,
  "lumo_ev": -3.69,
  "total_charge": 1,
  "e_homo_ha": -0.5065
}